(1)
{"formula": "C3H9NS2", "method": "the ωB97M-V functional and the def2-TZVPD basis", "e_homo_ev": -8.107, "smiles": "C=NC.CSS", "charge": 0, "largest_force_ev_per_a": 1.18, "e_above_lowest_kj_mol": 144.38, "symbols": ["C", "N", "C", "H", "H", "H", "H", "H", "C", "S", "S", "H", "H", "H", "H"], "coordinates": [[-1.057, 0.476, -1.462], [0.105, -0.004, -1.582], [0.540, -0.349, -2.923], [-1.402, 0.706, -0.456], [-1.770, 0.544, -2.290], [-0.297, -0.379, -3.625], [1.384, 0.234, -3.295], [1.000, -1.346, -2.873], [0.476, -0.438, 1.879], [0.036, 1.285, 2.254], [-0.615, 1.351, 4.231], [1.183, -0.840, 2.599], [-0.465, -0.992, 1.866], [0.862, -0.569, 0.871], [0.021, 0.322, 4.806]], "forces_ev_per_a": [[0.128, -0.706, 0.368], [0.204, 0.661, -0.305], [0.303, -1.090, 0.171], [-0.106, 0.197, -0.083], [0.085, 0.223, -0.058], [0.129, 0.154, -0.248], [-0.350, 0.581, 0.213], [-0.385, -0.028, -0.011], [-1.097, -0.350, 0.272], [0.890, 0.151, -0.510], [-0.549, -0.222, 0.050], [-0.024, 0.008, 0.084], [0.198, -0.306, 0.349], [0.189, 0.718, -0.080], [0.385, 0.008, -0.210]]}

***

(2)
{"formula": "C3H9NS2", "method": "the ωB97M-V functional and the def2-TZVPD basis", "e_homo_ev": -7.717, "smiles": "CSSCCN", "charge": 0, "largest_force_ev_per_a": 3.40, "e_above_lowest_kj_mol": 156.13, "symbols": ["C", "S", "S", "C", "C", "N", "H", "H", "H", "H", "H", "H", "H", "H", "H"], "coordinates": [[-0.416, -2.893, 1.765], [-0.688, -1.482, 0.476], [0.366, -0.049, 1.419], [0.019, 1.309, 0.186], [0.626, 0.988, -1.291], [0.127, 2.020, -2.281], [0.390, -2.962, 2.489], [-1.430, -3.088, 2.220], [-0.494, -3.808, 1.192], [0.185, 2.292, 0.708], [-1.042, 1.342, -0.048], [0.351, -0.044, -1.444], [1.715, 1.168, -1.253], [0.865, 2.710, -2.366], [-0.574, 2.499, -1.772]], "forces_ev_per_a": [[-3.078, -0.440, -0.963], [-0.019, -2.441, 0.903], [0.517, 2.004, -0.014], [0.173, -0.423, -0.860], [0.644, 2.716, 1.949], [0.818, -1.554, 0.655], [0.146, 0.729, -0.326], [1.066, 1.148, 0.470], [1.089, -0.156, -0.718], [0.620, -0.960, -0.777], [-0.485, -0.307, 0.483], [0.051, -0.057, -0.762], [-0.358, -0.884, 0.053], [0.028, -0.077, -0.187], [-1.214, 0.702, 0.093]]}

***

(3)
{"formula": "C3H9NS2", "method": "the ωB97M-V functional and the def2-TZVPD basis", "e_homo_ev": -8.985, "smiles": "NC[C@H](S)CS", "charge": 0, "largest_force_ev_per_a": 1.60, "e_above_lowest_kj_mol": 44.39, "symbols": ["N", "C", "C", "S", "C", "S", "H", "H", "H", "H", "H", "H", "H", "H", "H"], "coordinates": [[1.585, -0.427, -0.955], [1.285, 0.462, 0.125], [-0.272, 0.586, 0.293], [-0.499, 1.536, 1.850], [-0.947, -0.791, 0.336], [-1.151, -1.513, -1.330], [2.589, -0.550, -1.052], [1.253, -0.043, -1.838], [1.778, 0.053, 1.030], [1.604, 1.528, -0.044], [-0.623, 1.228, -0.586], [-1.806, 1.714, 1.813], [-0.358, -1.446, 0.976], [-1.927, -0.732, 0.739], [-2.511, -1.604, -1.358]], "forces_ev_per_a": [[0.329, -0.244, -0.917], [-0.749, 1.314, 0.528], [0.479, 0.501, -0.652], [0.685, -0.256, -0.122], [0.515, 0.411, -0.519], [-0.292, -0.260, -0.156], [-0.140, -0.057, 0.045], [0.060, -0.162, 0.157], [-0.453, 0.399, -0.244], [0.198, -0.828, 0.323], [0.175, -1.011, 1.179], [-0.553, -0.003, -0.195], [0.020, -0.126, -0.126], [-0.806, 0.179, 0.490], [0.530, 0.143, 0.211]]}

***

(4)
{"formula": "C3H9NS2", "method": "the ωB97M-V functional and the def2-TZVPD basis", "s2": 0.7539, "multiplicity": 2, "e_homo_ev": [-12.538, -12.532], "charge": 1, "largest_force_ev_per_a": 4.20, "e_above_lowest_kj_mol": 233.67, "symbols": ["C", "S", "S", "H", "H", "H", "H", "C", "C", "N", "H", "H", "H", "H", "H"], "coordinates": [[0.764, 1.847, 0.958], [1.572, 3.451, 0.466], [1.556, 3.190, -1.631], [1.545, 1.130, 1.011], [-0.161, 1.611, 0.428], [0.441, 2.139, 2.023], [2.854, 2.616, -1.653], [-0.140, -2.291, 0.030], [-2.261, -1.475, -0.589], [-1.027, -1.222, -0.400], [0.443, -1.973, 0.946], [0.610, -2.497, -0.712], [-0.630, -3.278, 0.372], [-3.011, -0.744, -0.827], [-2.556, -2.505, -0.422]], "forces_ev_per_a": [[-1.260, 3.053, 2.599], [-0.557, -1.853, -1.499], [1.297, -0.368, 0.914], [0.605, -0.869, -0.302], [0.517, -0.135, -0.576], [0.536, -0.786, -1.270], [-1.195, 0.817, 0.071], [-0.269, -0.925, 1.973], [1.687, -1.028, 0.825], [-0.585, 0.625, -0.055], [-0.662, -0.012, -0.928], [0.167, -0.105, -0.517], [0.340, 1.389, -0.844], [0.046, 0.442, -0.286], [-0.666, -0.246, -0.103]]}

***

(5)
{"formula": "C3H9O", "method": "the ωB97M-V functional and the def2-TZVPD basis", "e_homo_ev": -16.994, "charge": 1, "largest_force_ev_per_a": 4.56, "e_above_lowest_kj_mol": 67.39, "symbols": ["O", "H", "H", "H", "C", "C", "C", "H", "H", "H", "H", "H", "H"], "coordinates": [[0.636, -1.135, -1.064], [1.207, -0.968, -1.778], [0.919, -1.982, -0.695], [-0.287, -1.459, 1.403], [-0.446, 1.411, -0.457], [0.245, 0.350, 0.337], [-0.516, -0.337, 1.341], [0.146, 1.678, -1.323], [-1.406, 1.078, -0.799], [-0.689, 2.217, 0.394], [1.373, 0.270, 0.293], [-0.346, 0.148, 2.323], [-1.703, -0.447, 1.369]], "forces_ev_per_a": [[-1.660, -0.550, 1.558], [1.278, 0.561, -1.765], [-0.094, -0.056, 0.078], [0.496, 1.683, 0.330], [0.629, 0.107, 1.843], [0.497, 0.583, -1.648], [-2.754, -3.151, 1.820], [0.110, 0.916, 0.253], [-0.622, -0.320, 0.041], [0.810, -1.184, -2.016], [-1.589, 0.645, 0.849], [0.550, -0.352, -0.259], [2.350, 1.118, -1.084]]}

***

(6)
{"formula": "C3H9O2", "method": "the ωB97M-V functional and the def2-TZVPD basis", "e_homo_ev": -2.191, "charge": -1, "largest_force_ev_per_a": 1.99, "e_above_lowest_kj_mol": 130.36, "symbols": ["C", "O", "H", "H", "H", "C", "O", "C", "H", "H", "H", "H", "H", "H"], "coordinates": [[-2.726, -0.757, -0.295], [-2.036, 0.411, -0.215], [-3.818, -0.554, -0.205], [-2.543, -1.547, 0.522], [-2.592, -1.401, -1.187], [1.770, 0.519, -0.230], [1.949, 0.923, 1.154], [1.188, -0.862, -0.406], [2.801, 0.581, -0.595], [1.146, 1.175, -0.843], [1.019, 0.888, 1.447], [1.662, -1.691, 0.107], [1.120, -1.133, -1.465], [0.131, -0.822, -0.095]], "forces_ev_per_a": [[-0.121, 0.354, 1.016], [0.482, -0.666, -0.084], [-0.273, -0.405, -0.179], [0.090, 0.552, -0.059], [0.079, 0.146, -0.628], [1.536, -0.337, -0.057], [-1.779, -0.283, -0.850], [-1.135, -0.224, -0.073], [-0.123, -0.094, -0.340], [-0.021, 0.404, 0.506], [0.492, 0.209, 0.447], [0.487, 0.098, 0.282], [0.202, 0.191, -0.020], [0.086, 0.057, 0.038]]}